No. 1
{
  "formula": "H8O4",
  "method": "ωB97M-V/def2-TZVPD",
  "homo_energy_ev": [0.8077, -6.8886],
  "gap_ev": [2.760, 10.424],
  "charge": -1,
  "multiplicity": 2,
  "largest_force_ev_per_a": 1.38,
  "symbols": ["O", "O", "O", "O", "H", "H", "H", "H", "H", "H", "H", "H"],
  "xyz": [[10.668412, 13.347876, -2.733300], [12.302848, 16.952357, 2.164454], [11.537142, 14.488248, 0.099234], [9.107299, 13.408261, -0.274528], [8.486675, 14.087084, -0.009454], [12.184484, 14.337151, 0.787954], [9.961599, 13.745794, -0.005331], [10.461511, 14.101033, -2.179973], [9.959171, 13.319846, -3.375509], [11.767443, 15.343764, -0.263093], [12.186585, 17.306625, 3.046046], [12.882886, 17.577196, 1.729286]],
  "forces_ev_per_a": [[0.4, -0.2, -0.6], [-0.5, -1.2, -0.5], [-0.2, -0.5, -0.3], [-1.1, -0.4, -0.3], [-0.1, 0.1, 0.2], [0.3, 0.1, 0.5], [0.9, 0.3, 0.2], [-0.1, 0.0, 0.4], [-0.2, 0.0, -0.1], [0.2, 0.7, 0.1], [-0.1, 0.4, 0.8], [0.6, 0.6, -0.4]]
}

No. 2
{
  "formula": "C4H6O2",
  "method": "ωB97M-V/def2-TZVPD",
  "homo_energy_ev": -9.1503,
  "gap_ev": 9.944,
  "smiles": "C=C=O.C=CO",
  "largest_force_ev_per_a": 6.25,
  "symbols": ["O", "O", "C", "C", "C", "C", "H", "H", "H", "H", "H", "H"],
  "xyz": [[0.790453, -1.825510, -0.043976], [-2.571869, -1.380160, -0.090951], [1.684172, -1.129283, 0.121405], [-1.239674, 0.752429, -0.057438], [-1.718122, -0.415973, 0.351601], [2.654449, -0.290953, 0.033524], [2.692113, 0.202264, -0.884642], [-0.627467, 1.279489, 0.503034], [3.230076, -0.059853, 0.902292], [-2.834307, -1.037328, -0.910557], [-1.545563, 1.134202, -1.051650], [-1.506465, -0.876601, 1.368873]],
  "forces_ev_per_a": [[-0.9, -1.3, 0.5], [0.7, 0.8, 0.0], [-0.6, -0.2, -1.0], [-3.9, -2.8, -4.1], [0.6, -1.7, 4.2], [0.8, 0.2, 1.6], [0.4, 0.9, -1.2], [2.8, 2.3, 2.6], [0.4, 0.2, 0.1], [-1.3, 0.1, -2.4], [0.3, -0.1, 0.6], [0.6, 1.4, -1.0]]
}

No. 3
{
  "formula": "C5H18N2O5",
  "method": "ωB97M-V/def2-TZVPD",
  "homo_energy_ev": -8.0542,
  "gap_ev": 8.426,
  "smiles": "N/C=C/C[C@H](N)C=O.O.O.O.O",
  "largest_force_ev_per_a": 2.25,
  "symbols": ["O", "O", "O", "O", "O", "N", "N", "C", "C", "C", "C", "C", "H", "H", "H", "H", "H", "H", "H", "H", "H", "H", "H", "H", "H", "H", "H", "H", "H", "H"],
  "xyz": [[-2.031279, -0.352095, 1.679151], [-1.487080, -1.542739, -2.938434], [2.057162, 2.313385, -0.851882], [2.374364, 0.950897, 1.738686], [-0.029841, -0.816601, 3.818458], [0.687591, -2.887738, -0.511689], [-1.146529, 3.002965, -0.085529], [-0.576116, 1.755659, 0.045061], [-0.427980, -1.777269, -2.421352], [-0.209169, -1.829857, -0.946530], [-0.512701, 0.755641, -0.833586], [0.420802, -0.405977, -0.662429], [1.701017, 2.033539, -1.700454], [1.264604, 2.695266, -0.445743], [-0.981065, 0.811556, -1.814255], [0.756073, -0.487438, 0.370697], [2.525183, 1.272732, 0.828438], [0.515015, -1.978313, -2.971131], [-1.922408, 3.167959, -0.703160], [-0.217303, 1.546385, 1.027525], [-2.554131, -1.050198, 1.266233], [-0.159887, 0.130870, 3.911168], [-1.397864, -0.873263, 2.197422], [0.698838, -0.899402, 3.191513], [-1.063055, -1.880825, -0.282864], [2.741036, 1.701978, 2.213249], [0.844529, -2.885596, 0.487865], [-1.062264, 3.639973, 0.683938], [1.628368, -2.746275, -0.876736], [1.336673, -0.256757, -1.241272]],
  "forces_ev_per_a": [[0.1, -0.7, 0.1], [0.3, 0.2, -0.4], [0.2, 0.5, 0.1], [0.2, 0.5, -0.4], [0.0, -0.2, -0.3], [0.8, -0.5, -0.6], [0.0, 0.4, -0.2], [-0.9, -0.9, -0.2], [-0.6, -1.2, 0.6], [1.3, 1.5, 1.2], [0.3, 0.3, -0.7], [-0.7, -0.5, 0.8], [0.1, -0.2, -0.1], [0.3, 0.0, -0.1], [-0.1, 0.3, 0.0], [0.1, 0.3, 0.2], [-0.3, -0.5, -0.1], [-0.1, 0.2, -0.4], [0.1, -0.1, -0.1], [0.7, 0.1, 0.5], [-0.2, 0.3, -0.1], [0.0, 0.1, 0.0], [0.0, 0.3, 0.3], [0.2, 0.1, 0.1], [-0.7, 0.0, -0.7], [0.0, -0.1, 0.5], [-0.4, 0.1, 0.1], [-0.3, -0.1, 0.1], [-0.2, 0.0, -0.3], [0.0, -0.2, -0.3]]
}

No. 4
{
  "formula": "C5H6O2",
  "method": "ωB97M-V/def2-TZVPD",
  "homo_energy_ev": [-7.5510, -7.5519],
  "gap_ev": [6.910, 6.912],
  "largest_force_ev_per_a": 5.54,
  "symbols": ["O", "O", "C", "C", "C", "C", "C", "H", "H", "H", "H", "H", "H"],
  "xyz": [[-1.107694, 0.206930, -1.063698], [-2.052728, -1.504069, 1.925187], [0.602980, -1.285343, -0.236207], [-1.587959, -0.985994, 0.949412], [0.516245, 1.731586, -0.130076], [-0.694868, -0.508682, 0.000263], [-0.875323, 1.125405, -0.039861], [1.388331, -0.819446, 0.307120], [0.606011, -2.262945, 0.182115], [0.750109, -1.303578, -1.335704], [0.466568, 2.778103, -0.502667], [0.903107, 1.716124, 0.852513], [1.085224, 1.111909, -0.908398]],
  "forces_ev_per_a": [[-1.0, 0.8, -2.1], [1.9, 2.6, -4.5], [-0.8, 0.2, -0.6], [-1.2, -1.7, 4.2], [-0.6, -0.8, -2.4], [0.9, -2.1, 0.8], [-0.6, 1.0, 1.1], [0.9, 0.8, 0.0], [-0.4, -1.1, 0.1], [0.2, -0.1, 0.9], [-0.1, -0.7, 0.3], [0.9, 0.1, 1.0], [-0.1, 1.0, 1.2]]
}